Formula: C27H25N3O6
Source: the Open Molecules 2025 dataset
Level of theory: ωB97M-V/def2-TZVPD

The calculation puts the calculated total energy at -45136.5911 eV. The HOMO-LUMO gap is 7.188 eV. The calculation puts the molar mass at 487.5 g/mol. The value obtained for the energy above the lowest of the compared OMol25 structures with the same formula, charge and spin is 2195.8 kJ/mol.

CARTESIAN COORDINATES (ANGSTROEM)
C: 2.79957 2.22275 3.83704
C: 2.36582 2.46068 2.35017
C: 3.24241 2.76191 1.22438
C: 2.46177 2.93658 0.18794
C: 0.99817 2.83693 0.65799
N: 1.19797 2.56314 2.01748
C: 0.10355 2.18437 2.85486
H: 0.12189 2.54422 3.67051
H: -0.86728 2.96618 2.30145
C: -0.46268 0.73718 2.50143
C: -0.59352 0.10845 3.65042
O: -0.99780 -1.14576 3.48230
C: -2.07627 -1.46059 2.63652
C: -2.45079 -2.76174 2.29895
C: -3.54102 -2.84864 1.36440
C: -3.70406 -1.92583 0.63834
C: -3.25490 -0.74453 0.80865
C: -2.16100 -0.49796 1.71009
O: -1.62054 0.72378 1.50614
H: -3.34731 0.11984 0.03418
H: -4.61605 -1.94764 -0.21039
H: -3.69320 -3.90400 1.28191
H: -2.13133 -3.53663 2.97392
H: 0.30701 0.00404 4.50103
H: -1.67864 0.72621 4.05968
H: 0.35340 0.15311 1.92788
C: -0.14347 2.95080 -0.06494
H: 0.20570 3.17694 -1.43388
H: -0.48278 3.83704 0.25157
H: -0.70195 2.04626 -0.09462
C: 3.16757 3.13178 -1.23126
O: 3.99202 3.94339 -1.35023
C: 2.72625 2.08945 -2.26476
N: 1.74842 1.08541 -1.69039
C: 1.97543 0.22332 -0.67618
O: 3.04448 0.07129 -0.21811
C: 0.56093 -0.53395 -0.78075
O: 0.56571 -1.61991 0.15073
N: 0.01765 -0.19491 -1.82696
C: 0.80728 0.86519 -2.51203
O: 0.25398 1.22512 -3.36317
C: -1.01252 -0.81416 -2.18046
C: -1.00839 -2.06862 -2.79680
C: -1.29268 -3.28088 -2.00563
C: -0.99473 -4.38060 -2.77141
C: -0.68892 -4.70634 -4.05093
C: -0.41414 -3.53120 -4.69086
C: -0.70475 -2.33811 -4.09924
H: -0.46985 -1.22828 -4.86806
H: 0.14494 -3.40676 -5.77524
H: -0.40305 -5.53243 -4.56183
H: -1.22286 -5.39726 -2.23325
H: -1.76155 -3.29065 -1.29113
H: -1.93476 -1.00444 -1.28649
H: -1.73124 -0.23599 -2.90164
H: 2.37752 2.52402 -3.06054
H: 3.56044 1.74242 -2.59589
H: 4.45351 2.95322 1.45669
H: 2.32567 3.01780 4.39763
H: 3.96420 2.09138 4.01276
H: 2.32074 1.31362 4.14002

Here are the natural (NBO) charges for atoms 1 to 6, given in e: -0.6371, 0.1804, -0.2728, -0.2045, 0.0349, -0.3232



Formula: C27H25N4O2PdSSe2
Source: the Open Molecules 2025 dataset
Level of theory: ωB97M-V/def2-TZVPD

The calculation puts the calculated total energy at -183458.5125 eV. The charge is +1. The HOMO-LUMO gap (alpha / beta) is 5.423 / 5.427 eV. The calculation puts the molar mass at 733.9 g/mol. The value obtained for the energy above the lowest of the compared OMol25 structures with the same formula, charge and spin is 252.4 kJ/mol.

CARTESIAN COORDINATES (ANGSTROEM)
Pd: 0.11601 -0.10996 0.06947
O: 3.60196 0.06972 0.56728
C: 2.87727 0.67779 -0.16191
O: 1.93632 0.06966 -0.93290
C: 2.87532 2.14536 -0.31646
C: 3.95503 2.92605 0.03758
C: 3.87038 4.30651 -0.11434
C: 2.70593 4.89973 -0.60004
C: 1.62040 4.12264 -0.96794
C: 1.72482 2.73970 -0.81866
S: 0.44211 1.69940 -1.34613
H: 4.84392 2.44760 0.42430
H: 4.71975 4.92390 0.13728
H: 2.65045 5.97235 -0.70698
H: 0.72099 4.57860 -1.35387
Se: 1.71757 -0.40136 3.01688
N: 0.71541 0.76970 2.09019
C: 0.07094 1.50462 2.97732
C: -0.82752 2.58321 2.66080
C: -1.41016 3.25106 3.67522
C: -1.16912 2.91579 5.06296
C: -0.33807 1.91406 5.40862
C: 0.31275 1.16897 4.36004
N: 1.13750 0.17079 4.58179
H: -1.01408 2.84190 1.62625
H: -2.08108 4.07015 3.45578
H: -1.66657 3.49265 5.82921
H: -0.13902 1.65858 6.43765
C: -2.09550 -1.58638 3.25226
N: -2.68774 -2.19639 2.07669
C: -2.75480 -1.67421 0.85085
Se: -2.20198 0.05650 0.29235
N: -3.34911 -2.55744 0.03854
C: -3.63846 -3.72225 0.74290
C: -4.22364 -4.92423 0.36386
C: -4.34381 -5.87979 1.35120
C: -3.90267 -5.64953 2.66662
C: -3.32870 -4.45099 3.04015
C: -3.20773 -3.49191 2.04078
H: -1.88767 -0.54347 3.02356
H: -1.17394 -2.11142 3.50445
H: -2.80250 -1.64792 4.07752
H: -3.46157 -2.39135 -0.95059
H: -4.56423 -5.10187 -0.64396
H: -4.78691 -6.83430 1.10902
H: -4.01946 -6.43062 3.40248
H: -2.99578 -4.27246 4.05054
C: -0.48632 -5.50182 0.17309
C: 0.70983 -4.56572 0.00418
C: 1.41802 -4.85182 -1.32203
C: 1.68951 -4.76157 1.16813
C: 0.26337 -3.15388 0.00362
C: -0.04918 -1.99139 -0.01124
H: -0.14478 -6.53744 0.19396
H: -1.18490 -5.39208 -0.65498
H: -1.01629 -5.29706 1.10359
H: 1.81093 -5.86836 -1.31454
H: 2.24520 -4.16174 -1.47842
H: 0.72730 -4.75372 -2.15883
H: 2.06936 -5.78339 1.16563
H: 1.19499 -4.58198 2.12349
H: 2.53451 -4.08013 1.07953

Here are the natural (NBO) charges for atoms 1 to 6, given in e: 0.6740, -0.5454, 0.7728, -0.6319, -0.2362, -0.1248



Formula: C27H25N5O3S
Source: the Open Molecules 2025 dataset
Level of theory: ωB97M-V/def2-TZVPD

The calculation puts the calculated total energy at -52832.8003 eV. As for the SMILES: Cc1ccc(CN(C(=O)Cn2nnc3ccccc32)[C@@H](C(=O)NCc2ccco2)c2cccs2)cc1. The HOMO-LUMO gap is 8.721 eV. The calculation puts the molar mass at 499.6 g/mol. The value obtained for the energy above the lowest of the compared OMol25 structures with the same formula, charge and spin is 81.0 kJ/mol.

CARTESIAN COORDINATES (ANGSTROEM)
C: 0.46255 -1.35359 4.48216
C: 0.74702 -0.82328 3.11114
C: 2.04529 -0.76180 2.62008
C: 2.29886 -0.27824 1.35219
C: 1.25838 0.15414 0.53803
C: 1.59923 0.65016 -0.84992
N: 0.47080 0.95375 -1.70049
C: -0.23404 0.04291 -2.39612
O: -1.22887 0.34403 -3.03776
C: 0.27313 -1.40540 -2.43187
N: 0.16953 -2.08163 -1.17208
N: -1.01107 -2.20821 -0.54972
N: -0.88548 -2.86040 0.52751
C: 0.42062 -3.21290 0.68016
C: 1.08301 -3.92024 1.68191
C: 2.43488 -4.10694 1.52720
C: 3.12715 -3.61841 0.40988
C: 2.49577 -2.91685 -0.59046
C: 1.13004 -2.70936 -0.43853
C: 0.01304 2.35438 -1.80735
C: -1.06117 2.62918 -0.73577
O: -0.83115 3.27293 0.26873
N: -2.24889 2.08685 -1.03119
C: -3.37237 2.15857 -0.11762
C: -4.18136 0.90520 -0.15055
C: -3.84192 -0.41621 -0.16039
C: -5.06340 -1.13302 -0.21735
C: -6.04895 -0.19856 -0.23731
O: -5.52695 1.04012 -0.20267
C: 1.13245 3.33053 -1.72626
C: 2.00282 3.64398 -2.73041
C: 2.96638 4.59715 -2.34323
C: 2.81196 4.98086 -1.04979
S: 1.48254 4.21118 -0.27795
C: -0.03496 0.11203 1.03089
C: -0.28582 -0.37203 2.30186
H: 0.30628 -0.52791 5.17672
H: -0.44006 -1.96059 4.47588
H: 1.29279 -1.95348 4.84696
H: 2.86665 -1.10460 3.23263
H: 3.31401 -0.24405 0.98205
H: 2.18689 1.56805 -0.74983
H: 2.24424 -0.08330 -1.34533
H: 1.31133 -1.44012 -2.77040
H: -0.36129 -1.91626 -3.16544
H: 0.54248 -4.29736 2.53398
H: 2.98876 -4.64800 2.27959
H: 4.18864 -3.80195 0.33549
H: 3.03901 -2.55250 -1.45010
H: -0.46143 2.42828 -2.79545
H: -2.34828 1.52529 -1.87057
H: -4.02646 2.99775 -0.38467
H: -2.96237 2.35347 0.88098
H: -2.86360 -0.85190 -0.13813
H: -5.17616 -2.19688 -0.23809
H: -7.11732 -0.27721 -0.27318
H: 1.95039 3.20737 -3.71255
H: 3.72940 4.97416 -3.00020
H: 3.39509 5.69581 -0.50407
H: -0.86385 0.42963 0.41915
H: -1.30418 -0.41454 2.65763

Here are the natural (NBO) charges for atoms 1 to 6, given in e: -0.6310, -0.0117, -0.2114, -0.2022, -0.0776, -0.2457



Formula: C27H26BaNOPS2
Source: the Open Molecules 2025 dataset
Level of theory: ωB97M-V/def2-TZVPD

The calculation puts the calculated total energy at -63614.6675 eV. The charge is -2. The HOMO-LUMO gap is 4.903 eV. The calculation puts the molar mass at 612.9 g/mol. The value obtained for the energy above the lowest of the compared OMol25 structures with the same formula, charge and spin is 24.8 kJ/mol.

CARTESIAN COORDINATES (ANGSTROEM)
Ba: -0.21762 -1.67945 0.89270
S: -0.59958 -4.17333 -1.10852
C: -2.10926 -4.52384 -0.26090
C: -2.31901 -5.84797 0.16879
C: -3.46396 -6.26337 0.82448
C: -4.46725 -5.33369 1.08627
C: -4.28794 -4.02320 0.68184
C: -3.13919 -3.57028 0.00458
S: -3.08808 -1.86589 -0.46355
H: -1.52813 -6.56086 -0.03465
H: -3.57188 -7.29785 1.13568
H: -5.37371 -5.62672 1.60671
H: -5.05746 -3.28672 0.88389
C: 0.71941 -1.96773 5.38375
C: -0.41885 -2.52702 4.51891
C: -0.43228 -4.05851 4.59914
O: -0.31929 -2.09279 3.22511
H: 0.62171 -2.26106 6.43540
H: 0.72434 -0.87809 5.31379
H: 1.67566 -2.33506 4.99812
H: -1.36865 -2.18648 4.98471
H: 0.50801 -4.45031 4.19747
H: -1.24730 -4.45102 3.98868
H: -0.55304 -4.41236 5.62996
N: 1.19183 0.58930 0.31983
P: 1.11835 1.65946 -0.76315
C: 2.19153 1.44336 -2.26044
C: 1.90797 1.93342 -3.52981
C: 2.78917 1.72112 -4.58550
C: 3.96069 1.00912 -4.37865
C: 4.24500 0.49790 -3.11635
C: 3.36274 0.70911 -2.06755
C: 1.67028 3.35544 -0.23249
C: 1.70854 3.55587 1.14582
C: 2.11501 4.77390 1.67415
C: 2.49845 5.80641 0.82672
C: 2.47821 5.61229 -0.54827
C: 2.06790 4.39208 -1.07185
C: -0.51033 2.00672 -1.55968
C: -1.26749 0.89173 -1.92609
C: -2.54042 1.03037 -2.45542
C: -3.07243 2.29994 -2.64183
C: -2.33209 3.41982 -2.29024
C: -1.05962 3.27422 -1.74728
H: 0.97975 2.46909 -3.69821
H: 2.55284 2.09892 -5.57379
H: 4.64120 0.83663 -5.20461
H: 5.14943 -0.07807 -2.95784
H: 3.53918 0.29632 -1.08005
H: 1.42810 2.71619 1.77413
H: 2.14010 4.91759 2.74824
H: 2.82008 6.75793 1.23469
H: 2.78714 6.41244 -1.21154
H: 2.06586 4.24617 -2.14604
H: -0.86971 -0.10583 -1.77554
H: -3.11953 0.14204 -2.67498
H: -4.07280 2.41570 -3.04295
H: -2.75013 4.41194 -2.42178
H: -0.50145 4.15493 -1.45398

Here are the Mulliken charges for atoms 1 to 6, given in e: 1.3493, -0.5178, -0.0157, -0.5864, -0.4368, -0.4711



- Number 3 is which compound?
  C27H25N5O3S